Entry 1:
A 2-piece molecular cluster, C4H6N3O3 overall at a distorted geometry. Source: the OMol25 dataset; level of theory: ωB97M-V with the def2-TZVPD basis set.

Last column: natural (NBO) charge in e.
Geometry (Å):
C  -1.30  -1.82  -0.04  -0.507
C  -2.09  -0.62  0.33  -0.306
C  -0.08  -1.48  -0.39  0.547
C  -1.38  0.49  0.10  0.350
N  -0.10  0.08  -0.36  -0.282
N  0.72  2.13  -0.34  -0.595
N  0.93  0.86  -0.45  0.089
O  2.62  -0.07  0.65  -0.970
O  0.95  -2.13  -0.62  -0.761
O  -1.85  1.79  -0.02  -0.738
H  -1.69  -2.72  0.20  0.193
H  -3.08  -0.74  0.76  0.194
H  -1.07  2.45  0.08  0.507
H  1.63  2.63  -0.47  0.318
H  2.20  -0.81  0.15  0.510
H  3.58  -0.06  0.43  0.450

Computed properties:
* spin multiplicity: 1
* LUMO level: 3.9 eV
* E_HOMO: -2.49 eV
* E: -545.947198 hartree
* net charge: -1
* HOMO-LUMO gap: 6.43 eV



Entry 2:
A single C5H6 molecule at a distorted geometry. Source: the OMol25 dataset; level of theory: ωB97M-V with the def2-TZVPD basis set.

Last column: natural (NBO) charge in e.
Geometry (Å):
C  1.84  0.95  1.14  -0.657
C  0.65  0.66  0.29  -0.098
C  0.11  -0.59  0.06  -0.309
C  -1.09  -0.73  -0.70  -0.041
C  -2.22  -0.68  -1.25  -0.248
H  2.21  -0.02  1.46  0.209
H  2.69  1.28  0.53  0.224
H  1.75  1.54  2.01  0.229
H  0.23  1.50  -0.30  0.201
H  0.64  -1.47  0.60  0.227
H  -3.29  -0.45  -1.59  0.263

Computed properties:
* spin multiplicity: 1
* LUMO level: 0.9 eV
* E_HOMO: -8.78 eV
* E: -194.003138 hartree
* HOMO-LUMO gap: 9.68 eV



Entry 3:
A single C10H22O3Si molecule at a distorted geometry. Source: the OMol25 dataset; level of theory: ωB97M-V with the def2-TZVPD basis set.

Last column: natural (NBO) charge in e.
Geometry (Å):
O  -2.24  -0.43  0.43  -0.908
O  -0.57  1.70  0.17  -0.898
O  0.45  -0.85  0.12  -0.942
C  1.36  0.21  -2.87  -0.207
C  0.08  0.56  -3.03  -0.176
C  2.49  0.54  -3.80  -0.649
C  -3.31  -0.58  2.58  -0.625
C  1.38  1.50  1.61  -0.650
C  1.53  -2.37  1.65  -0.630
C  -2.72  0.28  1.53  -0.058
C  0.76  2.04  0.32  -0.061
C  0.24  -1.74  1.21  -0.060
C  -1.01  0.01  -2.20  -0.969
Si  -0.81  0.11  -0.33  2.342
H  1.54  -0.42  -2.00  0.204
H  -0.22  1.20  -3.86  0.195
H  2.36  0.04  -4.75  0.218
H  2.54  1.61  -3.99  0.218
H  3.46  0.22  -3.38  0.215
H  -4.15  -1.14  2.13  0.208
H  -2.59  -1.31  2.94  0.205
H  -3.73  0.01  3.42  0.216
H  1.54  0.43  1.50  0.219
H  2.36  1.93  1.83  0.214
H  0.74  1.67  2.52  0.206
H  1.96  -3.01  0.87  0.215
H  2.29  -1.60  1.90  0.211
H  1.34  -2.92  2.57  0.216
H  -1.92  0.86  1.96  0.169
H  -3.46  0.97  1.10  0.168
H  1.26  1.63  -0.53  0.170
H  0.81  3.15  0.28  0.176
H  -0.50  -2.52  0.83  0.184
H  -0.24  -1.17  2.03  0.168
H  -1.03  -1.06  -2.37  0.249
H  -1.98  0.44  -2.41  0.248

Computed properties:
* spin multiplicity: 1
* LUMO level: 0.9 eV
* E_HOMO: -8.69 eV
* E: -909.524125 hartree
* HOMO-LUMO gap: 9.61 eV



Entry 4:
A 5-piece molecular cluster, C32H52N2O15S overall at a distorted geometry. Source: the OMol25 dataset; level of theory: ωB97M-V with the def2-TZVPD basis set.

Last column: Löwdin charge in e.
Geometry (Å):
C  -4.05  1.23  2.94  -0.126
O  -3.00  0.49  3.65  -0.247
C  -1.65  0.87  3.20  -0.202
C  -1.06  -0.40  2.32  -0.169
C  0.32  -1.00  2.99  -0.206
C  1.10  -2.11  2.07  -0.200
C  0.14  -2.92  1.00  -0.208
C  -0.09  -2.15  -0.43  -0.200
C  -1.62  -2.41  -0.95  -0.189
C  -2.60  -1.09  -0.88  -0.193
C  -1.98  0.27  -1.55  -0.195
C  -2.30  1.56  -0.59  -0.190
C  -1.24  2.83  -0.85  -0.198
C  0.17  2.69  -0.02  -0.150
C  1.40  3.63  -0.54  -0.182
C  2.47  3.08  -1.65  -0.294
C  2.55  1.49  -2.02  -0.108
C  1.42  1.24  -3.23  -0.223
O  1.35  -0.21  -3.52  -0.145
N  2.45  3.92  -2.91  0.043
C  1.65  5.19  -2.57  -0.225
O  1.59  6.07  -3.57  -0.031
C  1.11  5.18  -1.03  -0.208
N  -0.15  5.88  -0.62  0.042
C  -1.00  6.12  -1.68  -0.580
S  -1.98  6.65  -2.98  0.660
H  -3.74  2.28  2.55  0.093
H  -4.94  1.39  3.71  0.105
H  -4.50  0.57  2.05  0.104
H  -1.61  1.84  2.54  0.098
H  -0.91  1.02  4.11  0.131
H  -1.88  -1.25  2.24  0.125
H  -0.80  0.00  1.23  0.085
H  1.07  -0.10  3.16  0.115
H  0.04  -1.46  4.05  0.125
H  1.53  -2.94  2.82  0.091
H  2.05  -1.60  1.57  0.119
H  0.68  -3.95  0.78  0.099
H  -0.86  -3.20  1.56  0.111
H  0.24  -1.03  -0.39  0.079
H  0.62  -2.67  -1.23  0.119
H  -1.63  -2.90  -2.02  0.117
H  -2.11  -3.22  -0.22  0.088
H  -2.93  -0.91  0.24  0.095
H  -3.59  -1.35  -1.49  0.120
H  -2.57  0.46  -2.57  0.126
H  -0.84  0.20  -1.83  0.073
H  -3.36  1.99  -0.94  0.125
H  -2.43  1.31  0.55  0.072
H  -1.08  3.06  -1.99  0.114
H  -1.80  3.78  -0.39  0.101
H  0.01  2.87  1.14  0.118
H  0.51  1.55  -0.12  0.099
H  2.04  3.80  0.45  0.146
H  3.54  3.33  -1.18  0.148
H  3.61  1.25  -2.51  0.124
H  2.35  0.80  -1.08  0.119
H  1.72  1.76  -4.25  0.139
H  0.40  1.69  -2.85  0.099
H  0.93  -0.70  -2.75  0.068
H  3.45  4.28  -2.89  0.142
H  1.98  5.79  -0.47  0.175
C  -2.93  -7.56  -0.65  -0.135
C  -1.58  -7.49  -0.01  -0.136
O  -1.51  -6.16  0.45  0.042
C  -2.79  -5.72  0.61  -0.509
O  -3.11  -4.68  1.16  0.114
O  -3.68  -6.61  0.08  0.072
H  -3.38  -8.56  -0.57  0.140
H  -2.91  -7.26  -1.71  0.137
H  -1.48  -8.17  0.84  0.138
H  -0.77  -7.70  -0.72  0.141
C  6.24  -0.50  -4.71  -0.144
C  4.95  -1.22  -4.96  -0.139
O  5.09  -2.40  -4.18  0.065
C  5.99  -2.12  -3.20  -0.516
O  6.22  -2.85  -2.25  0.131
O  6.61  -0.92  -3.41  0.058
H  6.12  0.58  -4.75  0.135
H  7.03  -0.80  -5.41  0.136
H  4.08  -0.66  -4.60  0.122
H  4.81  -1.47  -6.01  0.139
C  1.91  -5.78  3.80  -0.138
C  0.95  -5.97  2.67  -0.163
O  0.59  -7.34  2.78  0.054
C  0.81  -7.71  4.07  -0.512
O  0.46  -8.77  4.56  0.134
O  1.49  -6.74  4.76  0.069
H  1.87  -4.77  4.22  0.125
H  2.94  -6.00  3.51  0.140
H  0.04  -5.36  2.79  0.129
H  1.40  -5.76  1.70  0.127
C  -2.42  7.36  1.57  -0.156
C  -1.66  8.62  1.83  -0.142
O  -2.68  9.59  1.99  0.064
C  -3.81  8.92  2.37  -0.514
O  -4.83  9.45  2.76  0.135
O  -3.64  7.57  2.26  0.063
H  -1.90  6.47  1.95  0.131
H  -2.63  7.21  0.51  0.114
H  -1.07  8.57  2.76  0.136
H  -1.00  8.89  1.00  0.135

Computed properties:
* spin multiplicity: 1
* LUMO level: -1.1 eV
* E_HOMO: -9.77 eV
* E: -2886.431858 hartree
* HOMO-LUMO gap: 8.69 eV



Entry 5:
A single C19H15N3O7 molecule at a distorted geometry. Source: the OMol25 dataset; level of theory: ωB97M-V with the def2-TZVPD basis set.

Last column: natural (NBO) charge in e.
Geometry (Å):
C  1.71  2.88  -6.59  -0.624
C  1.21  2.68  -5.17  -0.069
H  1.49  3.52  -4.52  0.191
H  0.12  2.57  -5.14  0.193
O  1.81  1.49  -4.66  -0.457
C  1.49  1.13  -3.44  0.730
N  0.64  1.89  -2.75  -0.586
C  0.39  1.45  -1.52  0.736
N  0.92  0.37  -0.97  -0.626
C  1.74  -0.32  -1.76  0.726
N  2.06  0.01  -2.99  -0.536
O  2.31  -1.41  -1.28  -0.460
C  1.96  -1.83  -0.01  0.350
C  0.64  -1.91  0.41  -0.206
C  0.35  -2.28  1.71  -0.172
C  1.37  -2.63  2.59  -0.169
C  2.68  -2.61  2.15  -0.211
C  2.98  -2.20  0.86  -0.245
H  4.00  -2.16  0.51  0.229
H  3.48  -2.90  2.81  0.220
H  1.13  -2.91  3.60  0.231
C  -1.07  -2.23  2.14  0.789
O  -2.00  -2.12  1.38  -0.604
O  -1.23  -2.26  3.46  -0.691
H  -2.17  -2.09  3.68  0.515
H  -0.18  -1.66  -0.25  0.256
O  -0.49  2.15  -0.82  -0.448
C  -0.74  1.69  0.47  0.278
C  -2.01  1.22  0.78  -0.216
C  -2.28  0.76  2.07  -0.096
C  -1.29  0.80  3.04  -0.195
C  -0.03  1.28  2.73  -0.214
C  0.25  1.72  1.44  -0.198
H  1.23  2.09  1.19  0.228
H  0.74  1.31  3.48  0.223
H  -1.50  0.46  4.04  0.230
C  -3.63  0.21  2.34  0.781
O  -4.61  0.44  1.68  -0.573
O  -3.67  -0.59  3.42  -0.716
H  -4.58  -0.92  3.53  0.507
H  -2.78  1.18  0.03  0.252
H  1.27  3.78  -7.00  0.217
H  2.79  2.97  -6.59  0.215
H  1.43  2.03  -7.20  0.215

Computed properties:
* spin multiplicity: 1
* LUMO level: 0.2 eV
* E_HOMO: -9.33 eV
* E: -1424.078729 hartree
* HOMO-LUMO gap: 9.55 eV



Entry 6:
A single C2H3NO2 molecule. Source: the OMol25 dataset; level of theory: ωB97M-V with the def2-TZVPD basis set.

Last column: natural (NBO) charge in e.
Geometry (Å):
N  -1.49  -0.18  0.77  -0.600
C  -0.75  -0.39  -0.21  0.388
O  0.59  -0.71  0.02  -0.526
C  1.46  0.32  0.06  0.651
O  1.19  1.46  -0.17  -0.556
H  -2.45  0.00  0.46  0.353
H  -1.00  -0.42  -1.27  0.158
H  2.45  -0.07  0.33  0.131

Computed properties:
* spin multiplicity: 1
* LUMO level: 0.9 eV
* E_HOMO: -10.99 eV
* E: -283.226613 hartree
* HOMO-LUMO gap: 11.88 eV



Entry 7:
A 2-piece molecular cluster, C3H13N3OP overall at a distorted geometry. Source: the OMol25 dataset; level of theory: ωB97M-V with the def2-TZVPD basis set.

Last column: natural (NBO) charge in e.
Geometry (Å):
C  1.11  -1.52  0.17  -0.713
C  -1.75  1.02  0.81  -0.437
C  0.50  -0.28  0.66  0.622
N  0.83  0.42  1.72  -0.741
N  0.83  1.19  -1.14  -1.251
N  -1.05  -0.19  0.35  -0.652
O  -0.81  -0.21  -2.32  -1.018
P  0.77  0.56  -2.63  1.096
H  2.19  -1.72  0.16  0.284
H  0.98  -1.49  -0.83  0.268
H  0.63  -2.23  0.65  0.239
H  -2.81  0.84  0.66  0.251
H  -1.66  1.26  1.82  0.208
H  -1.46  1.86  0.26  0.261
H  0.12  1.15  2.05  0.424
H  1.72  0.42  2.11  0.436
H  1.83  1.45  -0.99  0.381
H  -1.64  -1.00  0.49  0.446
H  -0.75  -0.04  -0.69  0.551
H  -1.12  -0.29  -3.19  0.505
H  1.31  -0.70  -2.61  -0.160

Computed properties:
* spin multiplicity: 1
* LUMO level (alpha / beta): -3.8 / -3.8 eV
* E_HOMO (alpha / beta): -11.33 / -11.33 eV
* E: -702.601325 hartree
* net charge: +1
* HOMO-LUMO gap (alpha / beta): 7.53 / 7.52 eV



Entry 8:
C57H58FIN3O4PSTi as an isolated structure at a distorted geometry. Source: the OMol25 dataset; level of theory: ωB97M-V with the def2-TZVPD basis set.

Last column: Löwdin charge in e.
Geometry (Å):
Ti  -0.51  1.34  -0.79  0.850
I  -2.98  3.41  -1.25  1.190
C  -3.49  3.93  -3.26  -0.555
C  -3.99  5.19  -3.42  -0.175
C  -4.53  5.58  -4.65  -0.089
C  -4.61  4.67  -5.66  -0.044
C  -4.09  3.36  -5.52  -0.172
C  -4.24  2.42  -6.56  -0.051
C  -3.75  1.15  -6.40  -0.073
C  -3.00  0.83  -5.26  -0.115
C  -2.78  1.70  -4.22  -0.183
P  -0.83  1.36  -3.23  0.929
C  -1.57  -0.30  -2.87  -0.378
C  -1.30  -1.49  -3.54  -0.098
C  -2.06  -2.63  -3.31  -0.093
C  -3.08  -2.62  -2.37  -0.097
C  -3.32  -1.46  -1.64  -0.069
C  -2.58  -0.32  -1.90  -0.146
C  -0.20  1.64  -4.95  -0.322
C  0.43  0.70  -5.75  -0.102
C  0.90  1.05  -7.01  -0.085
C  0.78  2.35  -7.47  -0.087
C  0.20  3.31  -6.65  -0.069
C  -0.29  2.96  -5.41  -0.104
C  -3.43  2.97  -4.31  -0.238
H  -3.98  5.88  -2.58  0.084
H  -4.92  6.58  -4.77  0.102
H  -5.10  4.92  -6.60  0.109
H  -4.75  2.71  -7.46  0.107
H  -3.88  0.41  -7.18  0.100
H  -2.55  -0.15  -5.23  0.088
H  -0.51  -1.53  -4.27  0.094
H  -1.87  -3.53  -3.89  0.104
H  -3.68  -3.51  -2.20  0.106
H  -4.10  -1.44  -0.89  0.114
H  -2.85  0.59  -1.37  0.022
H  0.56  -0.32  -5.41  0.094
H  1.36  0.30  -7.64  0.102
H  1.16  2.63  -8.45  0.099
H  0.12  4.34  -6.99  0.105
H  -0.78  3.70  -4.78  0.112
C  -2.03  3.75  6.16  -0.071
C  -0.68  4.05  5.51  -0.206
N  -0.43  3.22  4.34  -0.048
C  -0.42  3.81  3.11  0.015
C  -0.47  3.08  1.97  -0.073
C  -0.19  3.76  0.70  -0.568
O  -0.10  4.97  0.59  0.076
O  0.03  2.94  -0.34  -0.222
C  -0.73  1.65  2.04  -0.288
O  -1.04  0.95  0.94  -0.222
C  -0.63  1.03  3.27  -0.092
C  -0.81  -0.39  3.43  0.026
C  -0.50  -0.95  4.63  -0.261
F  -0.64  -2.30  4.83  0.033
C  -0.03  -0.22  5.71  -0.192
C  0.01  1.20  5.62  -0.008
C  -0.34  1.82  4.45  -0.152
N  0.40  -0.98  6.89  -0.084
C  1.68  -1.74  6.72  -0.065
C  1.77  -2.80  7.85  -0.169
N  0.64  -2.59  8.75  -0.087
C  0.68  -1.25  9.32  -0.168
C  0.49  -0.23  8.16  -0.090
H  -2.17  4.36  7.05  0.072
H  -2.09  2.70  6.45  0.061
H  -2.83  3.96  5.45  0.081
H  0.13  3.92  6.24  0.106
H  -0.65  5.09  5.19  0.115
H  -0.31  4.88  3.05  0.138
H  -1.19  -0.97  2.60  0.098
H  0.31  1.78  6.48  0.092
H  2.49  -1.01  6.76  0.135
H  1.68  -2.18  5.74  0.124
H  2.74  -2.71  8.37  0.116
H  1.70  -3.80  7.43  0.119
H  0.61  -3.30  9.47  0.120
H  -0.29  -1.72  7.06  0.170
H  1.63  -1.05  9.84  0.117
H  -0.12  -1.15  10.05  0.119
H  1.34  0.45  8.09  0.129
H  -0.41  0.37  8.29  0.135
C  2.06  3.09  -2.71  -0.045
C  2.17  1.58  -2.47  -0.621
C  2.97  1.33  -1.18  -0.056
C  2.99  1.00  -3.63  -0.059
C  0.81  0.83  -2.36  -0.359
H  3.05  3.50  -2.93  0.087
H  1.67  3.61  -1.85  0.067
H  1.41  3.30  -3.56  0.060
H  3.92  1.87  -1.20  0.089
H  3.18  0.27  -1.07  0.053
H  2.40  1.67  -0.31  0.076
H  3.99  1.45  -3.65  0.082
H  2.51  1.20  -4.59  0.060
H  3.11  -0.09  -3.52  0.083
H  1.00  -0.24  -2.46  0.047
O  0.07  -0.87  -0.26  -0.563
S  0.49  -2.28  -0.50  1.018
C  -0.72  -3.33  0.41  -0.247
C  -0.37  -4.77  0.25  -0.292
C  -0.33  -5.34  -1.03  -0.050
C  -0.02  -6.68  -1.19  -0.075
C  0.26  -7.47  -0.09  -0.087
C  0.24  -6.91  1.18  -0.079
C  -0.07  -5.57  1.35  -0.049
C  1.88  -2.56  0.70  -0.228
C  3.19  -2.60  -0.01  -0.284
C  3.48  -3.64  -0.89  -0.046
C  4.70  -3.70  -1.54  -0.079
C  5.65  -2.72  -1.33  -0.086
C  5.38  -1.67  -0.46  -0.078
C  4.15  -1.61  0.19  -0.064
H  -1.67  -3.08  -0.04  0.083
H  -0.72  -3.01  1.45  0.093
H  -0.54  -4.71  -1.89  0.097
H  0.00  -7.11  -2.19  0.106
H  0.49  -8.52  -0.22  0.102
H  0.46  -7.53  2.05  0.103
H  -0.09  -5.14  2.34  0.115
H  1.67  -3.51  1.19  0.087
H  1.80  -1.73  1.40  0.107
H  2.73  -4.42  -1.06  0.108
H  4.91  -4.52  -2.22  0.103
H  6.61  -2.77  -1.83  0.102
H  6.11  -0.90  -0.28  0.107
H  3.94  -0.79  0.87  0.116

Computed properties:
* spin multiplicity: 1
* LUMO level (alpha / beta): 0.0 / 0.0 eV
* E_HOMO (alpha / beta): -4.25 / -4.25 eV
* E: -4658.477581 hartree
* HOMO-LUMO gap (alpha / beta): 4.28 / 4.28 eV



Entry 9:
An isolated ion of composition C19H21 and charge +1 at a distorted geometry. Source: the OMol25 dataset; level of theory: ωB97M-V with the def2-TZVPD basis set.

Last column: natural (NBO) charge in e.
Geometry (Å):
C  4.81  -2.31  -1.95  -0.697
C  3.72  -2.48  -0.92  0.098
C  2.91  -1.52  -0.46  -0.341
C  1.80  -1.70  0.42  0.181
C  0.85  -0.75  0.89  -0.545
H  5.20  -3.30  -2.24  0.247
H  4.51  -1.79  -2.87  0.266
H  5.62  -1.72  -1.52  0.266
H  3.48  -3.54  -0.70  0.216
H  3.19  -0.45  -0.75  0.235
H  1.75  -2.69  0.88  0.216
H  0.46  -0.90  1.87  0.285
H  1.11  0.33  0.68  0.264
C  -2.83  3.85  3.76  -0.646
C  -2.50  2.80  2.77  0.040
C  -2.78  1.44  3.06  -0.217
C  -2.38  0.44  2.20  -0.153
C  -1.53  0.69  1.03  -0.135
C  -0.84  -0.45  0.40  -0.070
C  -0.85  -0.54  -1.06  -0.083
C  -0.88  -1.85  -1.64  -0.200
C  -0.41  -2.10  -2.90  -0.208
C  0.01  -1.07  -3.75  -0.203
C  -0.11  0.23  -3.28  -0.202
C  -0.65  0.51  -1.98  -0.182
C  -1.39  2.04  0.72  -0.110
C  -1.83  3.07  1.57  -0.233
H  -2.58  4.85  3.38  0.226
H  -3.90  3.87  3.98  0.237
H  -2.32  3.70  4.73  0.237
H  -3.29  1.22  3.99  0.227
H  -2.71  -0.60  2.43  0.217
H  -1.32  -1.37  0.77  0.232
H  -1.25  -2.67  -1.02  0.214
H  -0.35  -3.12  -3.27  0.225
H  0.44  -1.26  -4.72  0.229
H  0.21  1.10  -3.91  0.230
H  -0.83  1.57  -1.74  0.217
H  -0.91  2.35  -0.19  0.198
H  -1.62  4.11  1.34  0.223

Computed properties:
* spin multiplicity: 1
* LUMO level: -5.9 eV
* E_HOMO: -11.69 eV
* E: -736.234417 hartree
* net charge: +1
* HOMO-LUMO gap: 5.77 eV